Molecular formula: C3H5ClN4O
Method: DFT, ωB97M-V/def2-TZVPD

Results
**Strongest force on any atom**: 3.5 eV/A
**LUMO level**: 0.599 eV
**HOMO**: -8.425 eV
**SMILES string**: O=C=N/C=C\Cl.[H]/N=N/N
**Energy above the lowest of the compared OMol25 structures with the same formula, charge and spin**: 15.1 kcal/mol

Last column: Mulliken charge in e.
Geometry (Å):
O  2.467  -2.225  -0.329  -0.389
C  1.821  -1.394  -0.777  0.573
N  1.002  -0.827  -1.440  -0.338
C  0.142  0.270  -1.432  -0.040
C  0.182  1.339  -0.627  -0.354
Cl  1.606  1.720  0.245  -0.156
H  -0.788  0.215  -2.129  0.259
H  -0.484  2.111  -0.724  0.426
H  1.046  0.024  1.894  0.254
N  0.163  -0.542  1.687  -0.723
N  -0.615  0.276  1.107  0.482
N  -1.890  -0.180  0.967  -0.501
H  -2.082  -1.129  1.253  0.265
H  -2.570  0.343  0.304  0.244